(1)
# C14H14N4O5PS2

A molecular structure, C14H14N4O5PS2 in a non-equilibrium geometry (ωB97M-V/def2-TZVPD, OMol25).

The geometry in ORCA input format:
```
! RIJCOSX wB97M-V def2-TZVPD def2/J DEFGRID3
* xyz -1 1
N -2.242 -0.209 -1.100
C -1.353 0.453 -0.103
C -0.197 1.159 -0.764
C -0.267 2.584 -1.061
P -1.694 3.648 -0.735
O -1.985 4.319 -2.149
O -3.011 2.799 -0.492
S -1.360 4.968 0.648
C 0.814 3.222 -1.621
O 0.784 4.555 -1.932
C 1.996 2.502 -1.930
N 3.103 3.003 -2.487
S 4.109 1.764 -2.629
N 3.225 0.571 -2.026
C 2.057 1.118 -1.670
C 0.941 0.454 -1.091
C 1.037 -1.010 -0.861
C 0.938 -1.919 -1.908
C 0.990 -3.267 -1.605
N 1.116 -3.789 -0.388
C 1.238 -2.910 0.611
C 1.207 -1.544 0.398
H -2.202 -1.206 -0.927
H -1.800 -0.109 -2.006
H -1.916 1.107 0.544
H -0.954 -0.316 0.545
H -2.681 4.979 -2.037
H -3.194 2.735 0.453
H 1.152 5.059 -1.198
H 0.821 -1.578 -2.924
H 0.913 -3.971 -2.426
H 1.311 -3.273 1.624
H 1.284 -0.890 1.255
C -0.553 -4.212 4.716
C -0.654 -2.708 4.364
O -0.354 -2.394 3.183
O -1.024 -1.963 5.292
H -0.225 -4.802 3.858
H 0.158 -4.351 5.533
H -1.527 -4.578 5.044
*
```

Results
LUMO energy in eV: 0.9
Kohn-Sham gap in eV: 5.195

(2)
# C14H15AlBr33F6O2S

A molecular structure, C14H15AlBr33F6O2S in a non-equilibrium geometry (ωB97M-V/def2-TZVPD, OMol25).

The geometry in ORCA input format:
```
! RIJCOSX wB97M-V def2-TZVPD def2/J DEFGRID3
* xyz -1 1
C 1.862 3.497 1.797
Al 1.322 1.610 1.157
F 2.639 0.439 1.802
S -0.660 0.923 2.111
O -0.878 -0.546 1.763
O -0.514 0.991 3.631
C -2.167 1.941 1.668
F -3.159 1.625 2.643
F -2.743 1.586 0.422
C -1.957 3.526 1.746
F -1.443 3.958 0.508
F -1.183 3.929 2.817
F -3.237 4.102 1.921
H 2.992 3.603 1.706
H 1.337 4.263 1.123
H 1.507 3.614 2.882
H 1.383 1.493 -0.411
C 3.101 7.057 2.702
Br 2.975 6.575 0.833
Br 1.360 7.463 3.454
Br 4.022 5.686 3.713
H 3.696 7.965 2.769
C 3.837 2.289 6.298
Br 2.214 2.112 5.253
Br 3.839 1.118 7.846
Br 5.411 2.042 5.198
H 3.865 3.311 6.673
C 2.841 0.219 -3.355
Br 4.217 -0.743 -4.327
Br 1.074 -0.487 -3.723
Br 3.195 0.274 -1.453
H 2.855 1.245 -3.714
C 3.928 -4.695 -6.295
Br 2.751 -4.057 -4.897
Br 3.994 -3.471 -7.798
Br 5.700 -5.100 -5.619
H 3.507 -5.627 -6.662
C -2.148 -2.553 -0.907
Br -1.809 -0.800 -1.653
Br -4.000 -3.085 -1.129
Br -0.926 -3.885 -1.612
H -1.961 -2.484 0.164
C -7.517 -1.944 -2.623
Br -9.320 -1.600 -3.245
Br -7.387 -3.642 -1.697
Br -6.221 -1.804 -4.058
H -7.277 -1.168 -1.901
C -9.483 2.032 -0.977
Br -11.199 1.246 -0.536
Br -9.362 3.875 -0.389
Br -8.010 0.965 -0.306
H -9.404 2.038 -2.061
C 0.186 -7.564 -5.786
Br -1.101 -8.903 -6.344
Br 1.330 -7.014 -7.254
Br -0.673 -6.051 -4.933
H 0.826 -8.029 -5.041
C 4.351 -8.480 -10.413
Br 3.873 -7.974 -12.222
Br 4.484 -6.938 -9.246
Br 3.150 -9.824 -9.699
H 5.340 -8.930 -10.459
C -1.206 0.493 6.360
Br -2.958 -0.318 6.535
Br -1.149 2.261 7.158
Br 0.192 -0.657 7.054
H -1.017 0.618 5.294
C 3.385 5.394 9.193
Br 1.764 5.208 8.145
Br 3.385 4.222 10.737
Br 4.971 5.152 8.105
H 3.408 6.414 9.568
*
```

Results
LUMO energy in eV: 0.8
Kohn-Sham gap in eV: 7.046

(3)
# C14H15CaCl2IN2O2

A molecular structure, C14H15CaCl2IN2O2 in a non-equilibrium geometry (ωB97M-V/def2-TZVPD, OMol25).

The geometry in ORCA input format:
```
! RIJCOSX wB97M-V def2-TZVPD def2/J DEFGRID3
* xyz 0 1
C 2.393 -1.363 2.505
C 1.075 -2.143 2.435
H 3.057 -1.594 1.653
H 2.963 -1.612 3.410
H 2.279 -0.267 2.560
H 0.573 -2.154 1.453
H 1.283 -3.195 2.658
H 0.357 -1.776 3.174
C 1.413 1.660 -2.123
C 1.304 2.205 -3.405
C 0.330 1.684 -4.260
C -0.491 0.648 -3.801
H 2.172 2.009 -1.413
H 1.988 3.001 -3.687
H 0.199 2.092 -5.262
H -1.268 0.202 -4.417
N 0.645 0.648 -1.697
C -0.353 0.177 -2.479
C -1.353 -0.737 -1.848
N -1.021 -1.304 -0.659
C -1.980 -1.937 0.042
C -3.658 -1.453 -1.613
C -3.324 -1.978 -0.364
H -1.684 -2.407 0.990
H -4.062 -2.428 0.299
C -2.654 -0.862 -2.382
H -2.841 -0.434 -3.363
H -4.685 -1.471 -1.971
Ca 0.990 -0.109 0.635
I 4.015 0.132 -0.123
Cl 0.102 0.893 3.671
C -0.168 2.371 2.680
Cl 1.339 2.825 1.799
C -1.262 2.025 1.626
O -2.294 2.690 1.709
O -0.925 1.089 0.822
H -0.490 3.182 3.336
*
```

Results
LUMO energy in eV: -0.6
Energy relative to the best compared isomer or geometry (same formula, charge and spin) in kJ/mol: 0.0
Kohn-Sham gap in eV: 7.306

(4)
# C14H15ClN2O4

C14H15ClN2O4 in the gas phase in a non-equilibrium geometry (ωB97M-V/def2-TZVPD, OMol25).

The geometry in ORCA input format:
```
! RIJCOSX wB97M-V def2-TZVPD def2/J DEFGRID3
* xyz 0 1
C -4.205 1.195 0.848
C -3.753 1.293 2.298
O -2.342 1.508 2.380
C -1.562 0.432 2.273
O -1.960 -0.701 2.182
C -0.142 0.833 2.237
N 0.818 0.023 2.445
O 2.011 0.626 2.254
C 1.816 1.932 1.661
C 2.212 1.844 0.169
N 1.760 0.611 -0.432
C 0.509 0.428 -0.915
O -0.335 1.299 -0.949
C 0.267 -0.967 -1.411
C -0.695 -1.760 -0.796
C -0.944 -3.041 -1.255
C -0.245 -3.537 -2.343
C 0.710 -2.757 -2.972
C 0.964 -1.481 -2.500
Cl 2.156 -0.509 -3.300
C 0.322 2.217 1.859
H -5.287 1.110 0.808
H -3.764 0.320 0.378
H -3.893 2.079 0.298
H -4.004 0.376 2.841
H -4.199 2.156 2.796
H 2.471 2.631 2.185
H 1.759 2.679 -0.371
H 3.298 1.891 0.071
H 2.355 -0.195 -0.322
H -1.231 -1.376 0.059
H -1.686 -3.649 -0.762
H -0.442 -4.533 -2.708
H 1.257 -3.131 -3.823
H -0.167 2.563 0.951
H 0.118 2.922 2.667
*
```

Results
LUMO energy in eV: 0.6
Energy relative to the best compared isomer or geometry (same formula, charge and spin) in kJ/mol: 0.0
Kohn-Sham gap in eV: 9.948
SMILES string: CCOC(=O)C1=NO[C@@H](CNC(=O)c2ccccc2Cl)C1

(5)
# C14H15F4N4PtS

A molecular structure, C14H15F4N4PtS in a non-equilibrium geometry (ωB97M-V/def2-TZVPD, OMol25).

The geometry in ORCA input format:
```
! RIJCOSX wB97M-V def2-TZVPD def2/J DEFGRID3
* xyz 1 1
Pt -0.441 -0.938 0.447
C 0.813 -3.606 1.617
N 1.224 -2.351 0.999
C 1.911 -2.609 -0.266
C 2.021 -1.565 1.943
C 2.242 -0.122 1.476
N 1.151 0.351 0.652
C 1.239 1.585 0.112
C 0.444 1.889 -1.020
F -0.274 0.873 -1.559
C 0.399 3.142 -1.598
F -0.420 3.358 -2.632
C 1.188 4.174 -1.109
C 2.013 3.905 -0.028
F 2.766 4.884 0.470
C 2.066 2.649 0.559
F 2.886 2.483 1.608
H 1.675 -4.259 1.792
H 0.105 -4.119 0.971
H 0.331 -3.414 2.574
H 2.801 -3.228 -0.115
H 2.212 -1.672 -0.733
H 1.236 -3.138 -0.941
H 2.996 -2.036 2.122
H 1.475 -1.551 2.890
H 3.181 -0.034 0.912
H 2.353 0.494 2.377
H 1.169 5.154 -1.554
S -2.245 -2.415 0.185
C -3.062 -1.052 -0.389
N -4.192 -1.149 -1.141
C -4.644 -0.065 -1.842
C -4.030 1.140 -1.653
C -3.025 1.223 -0.667
N -2.540 0.135 -0.075
H -4.622 -2.055 -1.268
H -5.464 -0.234 -2.521
H -4.339 2.005 -2.213
H -2.599 2.170 -0.381
*
```

Results
LUMO energy in eV: -4.7
Energy relative to the best compared isomer or geometry (same formula, charge and spin) in kJ/mol: 103.4
Kohn-Sham gap in eV: 5.259

(6)
# C14H15F5N3O7S2

2 unconnected molecules or ions with the total composition C14H15F5N3O7S2 in a non-equilibrium geometry (ωB97M-V/def2-TZVPD, OMol25).

The geometry in ORCA input format:
```
! RIJCOSX wB97M-V def2-TZVPD def2/J DEFGRID3
* xyz -1 1
O 3.459 -0.786 3.880
C 3.440 -0.557 2.706
C 2.520 0.563 2.145
C 1.522 -0.089 1.218
N 1.621 -1.307 0.684
C 0.523 -1.515 -0.147
C 0.245 -2.739 -0.992
C 1.533 -3.082 -1.807
C 1.827 -2.118 -2.925
F 1.151 -2.280 -4.089
C 2.733 -1.137 -2.904
F 3.564 -0.893 -3.883
F 2.852 -0.329 -1.866
C -0.270 -0.425 -0.103
C -1.582 -0.071 -0.759
C -2.752 -0.755 0.067
C -3.317 -2.038 -0.609
S -3.022 -3.545 0.394
N 0.400 0.432 0.770
N -0.193 1.672 0.977
C -0.257 2.045 2.365
O -1.026 1.595 3.143
F 0.607 2.986 2.779
C 0.352 2.710 0.116
O -0.395 3.417 -0.428
F 1.701 2.819 -0.076
H 4.108 -1.133 2.023
H 3.180 1.277 1.627
H 2.012 1.007 3.007
H 2.358 -1.975 0.840
H -0.539 -2.455 -1.705
H -0.099 -3.581 -0.378
H 1.396 -4.077 -2.253
H 2.406 -3.146 -1.144
H -1.578 -0.417 -1.800
H -1.779 1.009 -0.700
H -2.314 -1.021 1.039
H -3.532 -0.002 0.229
H -2.920 -2.166 -1.623
H -4.401 -1.896 -0.700
H -2.462 -4.421 -0.473
O -2.862 4.884 -0.963
S -2.620 5.693 0.270
O -3.603 6.798 0.350
O -1.234 6.246 0.230
O -2.753 4.803 1.469
*
```

Results
LUMO energy in eV: 0.4
Kohn-Sham gap in eV: 1.956

(7)
# C14H15I2N3OS

C14H15I2N3OS in the gas phase in a non-equilibrium geometry (ωB97M-V/def2-TZVPD, OMol25).

The geometry in ORCA input format:
```
! RIJCOSX wB97M-V def2-TZVPD def2/J DEFGRID3
* xyz 0 1
C 4.112 -2.812 4.304
O 3.714 -1.345 4.219
C 3.158 -0.997 3.104
C 1.828 -1.412 2.871
I 0.831 -2.669 4.386
C 1.220 -1.050 1.737
C 1.783 -0.047 0.890
C 0.985 0.480 -0.312
C -0.061 1.621 0.163
N -1.175 1.009 0.880
C -2.148 0.206 0.147
C -2.858 1.184 -0.879
C -1.877 2.029 -1.551
N -2.221 2.622 -2.753
C -1.289 3.460 -3.010
N -1.461 4.216 -4.119
S 0.167 3.512 -2.038
C -0.632 2.326 -1.008
C 3.040 0.492 1.235
C 3.751 0.009 2.344
I 5.799 0.621 2.879
H 5.144 -2.928 4.669
H 3.928 -3.140 3.327
H 3.541 -3.335 5.039
H 0.201 -1.315 1.596
H 0.467 -0.456 -0.704
H 1.627 0.927 -1.075
H 0.493 2.432 0.805
H -1.511 1.637 1.633
H -1.716 -0.747 -0.319
H -2.865 -0.277 0.840
H -3.550 0.555 -1.555
H -3.600 1.827 -0.326
H -0.939 5.053 -4.334
H -2.267 4.053 -4.707
H 3.433 1.307 0.671
*
```

Results
LUMO energy in eV: 0.1
Energy relative to the best compared isomer or geometry (same formula, charge and spin) in kJ/mol: 0.0
Kohn-Sham gap in eV: 7.738
SMILES string: COc1c(I)cc(C[C@@H]2NCCc3nc(N)sc32)cc1I

(8)
# C14H15I2N3OS

C14H15I2N3OS in the gas phase in a non-equilibrium geometry (ωB97M-V/def2-TZVPD, OMol25).

The geometry in ORCA input format:
```
! RIJCOSX wB97M-V def2-TZVPD def2/J DEFGRID3
* xyz 0 1
C 4.426 -0.708 3.306
O 4.261 -0.339 1.891
C 3.135 -0.671 1.232
C 2.684 -2.023 1.051
I 4.183 -3.680 1.075
C 1.386 -2.296 0.793
C 0.362 -1.283 0.661
C -1.132 -1.525 0.492
C -1.786 -0.894 -0.816
N -1.071 -1.312 -2.020
C -1.546 -0.631 -3.212
C -1.712 0.903 -3.038
C -1.901 1.460 -1.714
N -2.287 2.718 -1.484
C -2.682 2.847 -0.245
N -3.075 4.132 0.202
S -2.791 1.359 0.622
C -1.994 0.563 -0.697
C 0.787 0.033 0.938
C 2.184 0.406 1.193
I 2.719 2.381 2.059
H 5.233 -0.203 3.789
H 4.794 -1.816 3.269
H 3.511 -0.577 3.824
H 1.141 -3.302 0.663
H -1.402 -2.590 0.609
H -1.661 -1.082 1.353
H -2.752 -1.335 -0.790
H -0.057 -1.349 -1.961
H -2.573 -0.995 -3.372
H -0.970 -0.979 -4.049
H -2.499 1.325 -3.729
H -0.748 1.351 -3.390
H -3.157 4.770 -0.577
H -3.165 4.406 1.183
H 0.155 0.937 0.891
*
```

Results
LUMO energy in eV: -0.2
Energy relative to the best compared isomer or geometry (same formula, charge and spin) in kJ/mol: 31.5
Kohn-Sham gap in eV: 7.638
SMILES string: COc1c(I)cc(C[C@@H]2NCCc3nc(N)sc32)cc1I